[1]
{"formula": "C40H72FN5O8PS", "method": "ωB97M-V/def2-TZVPD", "species": ["C", "C", "C", "C", "C", "C", "C", "O", "C", "C", "C", "C", "C", "C", "C", "C", "C", "C", "C", "C", "C", "N", "P", "N", "N", "C", "F", "C", "C", "C", "C", "C", "S", "C", "N", "N", "C", "O", "H", "H", "H", "H", "H", "H", "H", "H", "H", "H", "H", "H", "H", "H", "H", "H", "H", "H", "H", "H", "H", "H", "H", "H", "H", "H", "H", "H", "H", "H", "H", "H", "H", "H", "H", "H", "H", "H", "H", "H", "H", "H", "H", "H", "H", "H", "H", "H", "O", "C", "O", "C", "C", "C", "H", "H", "H", "H", "H", "H", "H", "H", "O", "C", "O", "C", "C", "C", "H", "H", "H", "H", "H", "H", "H", "H", "O", "C", "O", "C", "C", "C", "H", "H", "H", "H", "H", "H", "H", "H"], "xyz": [[2.20, -0.23, 3.81], [1.48, 1.19, 3.33], [2.16, 1.62, 1.90], [1.39, 0.97, 0.57], [-0.18, 1.44, 0.50], [-0.85, 1.37, -1.02], [-0.74, -0.25, -1.42], [-1.52, -1.08, -0.43], [-0.81, -2.33, -0.11], [-0.26, -2.48, 1.45], [0.51, -3.87, 1.97], [0.96, -3.93, 3.58], [0.78, -5.17, 0.96], [0.22, -4.98, -0.59], [-0.55, -3.60, -1.11], [-1.09, -3.58, -2.66], [-0.04, -2.92, -3.72], [-2.64, -2.97, -2.81], [-2.47, 1.61, -0.77], [-2.85, 3.01, -1.50], [-1.72, 4.23, -1.27], [-1.59, 4.63, 0.18], [-2.61, 5.74, -2.12], [-3.55, 5.25, -3.38], [-0.43, 3.85, -1.96], [0.82, 4.55, -1.48], [1.36, 4.11, -0.18], [0.75, 6.18, -1.44], [2.10, 6.75, -0.63], [-0.18, 2.36, -2.12], [-0.43, 1.83, -3.69], [0.90, 0.93, -4.17], [0.67, 0.35, -5.94], [1.63, -1.25, -6.17], [1.56, -2.35, -7.20], [2.54, -3.23, -6.70], [3.20, -2.76, -5.41], [2.61, -1.46, -5.07], [1.45, -0.77, 4.53], [2.53, -0.87, 2.88], [3.18, -0.03, 4.44], [1.82, 2.00, 4.12], [0.31, 1.13, 3.29], [2.34, 2.79, 1.78], [3.26, 1.14, 1.87], [1.48, -0.20, 0.69], [2.05, 1.27, -0.35], [-0.76, 0.74, 1.26], [-0.25, 2.52, 0.99], [-1.24, -0.51, -2.45], [0.37, -0.64, -1.47], [-0.43, -1.62, 2.25], [1.85, -4.67, 3.77], [1.10, -2.87, 4.05], [0.02, -4.42, 4.13], [1.29, -6.17, 1.30], [0.35, -5.88, -1.36], [-1.20, -4.73, -2.98], [-0.65, -2.67, -4.72], [0.82, -3.68, -4.03], [0.46, -1.95, -3.29], [-2.64, -1.93, -3.35], [-3.33, -3.78, -3.34], [-3.08, -2.87, -1.71], [-3.14, 0.77, -1.29], [-2.68, 1.72, 0.38], [-3.88, 3.44, -1.12], [-2.89, 2.79, -2.67], [-2.33, 4.08, 0.70], [-1.83, 5.65, 0.28], [-1.69, 6.70, -2.67], [-3.56, 6.32, -1.16], [-4.56, 5.48, -3.19], [-0.56, 4.22, -2.95], [1.66, 4.29, -2.29], [0.70, 6.61, -2.55], [-0.17, 6.62, -0.85], [1.85, 6.65, 0.53], [3.04, 6.08, -0.83], [2.27, 7.89, -0.84], [1.01, 2.24, -1.99], [-0.51, 2.69, -4.47], [-1.44, 1.21, -3.78], [1.79, 1.72, -4.18], [1.19, 0.10, -3.40], [4.02, -3.26, -4.73], [-0.90, 0.56, 4.69], [-1.14, 1.00, 5.82], [-1.34, 0.16, 6.85], [-1.43, 0.56, 8.23], [-2.85, 0.98, 8.58], [-1.30, 2.48, 6.04], [-0.70, 1.34, 8.46], [-1.16, -0.31, 8.83], [-3.17, 1.84, 8.00], [-2.93, 1.23, 9.64], [-3.55, 0.17, 8.36], [-2.33, 2.77, 5.80], [-0.61, 3.01, 5.38], [-1.05, 2.80, 7.05], [3.25, -0.50, -0.79], [4.36, -0.16, -1.21], [5.01, 0.89, -0.65], [6.38, 1.24, -0.94], [6.46, 2.12, -2.17], [4.96, -0.84, -2.40], [7.01, 0.35, -1.01], [6.74, 1.80, -0.07], [6.10, 1.60, -3.06], [7.50, 2.43, -2.34], [5.84, 3.01, -2.04], [4.57, -0.39, -3.31], [4.68, -1.90, -2.37], [6.05, -0.82, -2.41], [-5.11, -6.47, -1.84], [-4.82, -6.34, -0.65], [-4.00, -5.35, -0.25], [-3.76, -4.99, 1.12], [-2.65, -5.85, 1.71], [-5.30, -7.34, 0.36], [-4.68, -5.04, 1.71], [-3.44, -3.95, 1.12], [-2.92, -6.91, 1.72], [-2.43, -5.54, 2.73], [-1.74, -5.76, 1.11], [-4.62, -8.20, 0.37], [-6.30, -7.68, 0.07], [-5.40, -6.93, 1.36]], "gap_ev": 6.9, "total_charge": 1, "lumo_energy_ev": -2.7, "energy_ha": -3281.34510, "multiplicity": 1, "largest_force_ha_per_bohr": 0.161}

[2]
{"formula": "C25H72N6O13", "method": "ωB97M-V/def2-TZVPD", "species": ["C", "O", "C", "C", "C", "N", "H", "H", "H", "H", "H", "H", "H", "H", "H", "H", "H", "C", "O", "C", "C", "C", "N", "H", "H", "H", "H", "H", "H", "H", "H", "H", "H", "H", "C", "O", "C", "C", "C", "N", "H", "H", "H", "H", "H", "H", "H", "H", "H", "H", "H", "C", "O", "C", "C", "C", "N", "H", "H", "H", "H", "H", "H", "H", "H", "H", "H", "H", "N", "C", "N", "O", "H", "H", "H", "H", "O", "C", "C", "O", "H", "H", "H", "H", "H", "H", "O", "C", "C", "O", "H", "H", "H", "H", "H", "H", "O", "C", "C", "O", "H", "H", "H", "H", "H", "H", "O", "C", "C", "O", "H", "H", "H", "H", "H", "H"], "xyz": [[6.86, 2.37, -0.60], [5.52, 1.74, -0.65], [5.69, 0.32, -0.39], [4.40, -0.34, -0.10], [3.91, -0.10, 1.35], [4.59, -1.80, -0.36], [7.45, 1.87, -1.37], [7.32, 2.21, 0.36], [6.79, 3.43, -0.76], [6.17, -0.17, -1.20], [6.35, 0.20, 0.45], [3.68, 0.10, -0.79], [4.18, 0.85, 1.78], [4.37, -0.84, 2.02], [2.86, -0.26, 1.46], [3.76, -2.35, -0.12], [4.65, -1.97, -1.35], [6.14, 5.02, -4.03], [5.81, 3.92, -3.16], [4.81, 3.05, -3.65], [3.42, 3.61, -3.40], [3.30, 4.15, -1.98], [2.41, 2.60, -3.69], [7.13, 5.36, -3.68], [5.47, 5.86, -3.91], [6.22, 4.66, -5.09], [4.98, 2.88, -4.70], [4.83, 2.08, -3.12], [3.22, 4.39, -4.12], [3.29, 3.28, -1.26], [2.27, 4.56, -1.82], [4.01, 4.88, -1.68], [1.50, 2.97, -3.46], [2.62, 1.82, -3.05], [1.74, 2.42, 1.45], [1.17, 1.80, 0.29], [0.15, 0.85, 0.60], [-0.28, 0.20, -0.69], [-1.08, -1.08, -0.40], [0.89, -0.31, -1.46], [2.29, 1.69, 2.03], [0.88, 2.84, 1.99], [2.40, 3.16, 1.08], [0.57, 0.10, 1.29], [-0.74, 1.33, 1.08], [-0.88, 0.96, -1.27], [-1.97, -1.01, 0.18], [-0.31, -1.72, 0.11], [-1.27, -1.64, -1.30], [1.32, -0.99, -0.84], [1.48, 0.52, -1.42], [-4.92, -4.88, 2.54], [-4.83, -3.89, 1.56], [-5.65, -4.06, 0.39], [-5.85, -2.72, -0.29], [-4.51, -2.07, -0.70], [-6.80, -1.91, 0.50], [-4.71, -5.93, 2.17], [-5.87, -4.79, 3.09], [-4.15, -4.63, 3.28], [-5.14, -4.76, -0.31], [-6.61, -4.58, 0.57], [-6.33, -2.94, -1.24], [-3.81, -2.76, -1.26], [-3.91, -1.77, 0.13], [-4.69, -1.16, -1.27], [-6.72, -0.94, 0.19], [-6.39, -1.88, 1.41], [-3.27, -1.11, 3.57], [-1.92, -0.90, 3.78], [-1.54, 0.40, 3.87], [-1.14, -1.81, 3.84], [-4.06, -0.47, 3.45], [-3.48, -2.09, 3.50], [-1.96, 0.94, 3.12], [-0.55, 0.49, 3.97], [0.37, -2.85, -3.12], [1.51, -3.72, -2.88], [1.61, -4.31, -1.48], [1.68, -3.32, -0.49], [0.47, -1.97, -2.73], [1.32, -4.58, -3.54], [2.41, -3.25, -3.25], [2.44, -5.03, -1.55], [0.67, -4.85, -1.28], [1.15, -3.46, 0.29], [-0.80, 6.04, 0.22], [-1.24, 4.69, 0.51], [-2.34, 4.77, 1.43], [-3.29, 5.66, 0.93], [-1.61, 6.54, 0.31], [-1.46, 4.19, -0.46], [-0.44, 4.18, 1.06], [-1.96, 5.16, 2.42], [-2.82, 3.77, 1.60], [-3.83, 6.05, 1.63], [-4.01, 0.69, 0.98], [-4.05, 1.66, 0.00], [-5.16, 2.63, 0.23], [-6.36, 1.95, -0.14], [-4.77, 0.12, 0.76], [-3.07, 2.09, 0.01], [-4.10, 1.30, -1.03], [-4.85, 3.62, -0.24], [-5.20, 2.88, 1.33], [-7.09, 2.35, 0.36], [0.53, -6.77, 2.48], [-0.36, -6.05, 1.75], [-0.73, -4.71, 2.39], [0.23, -3.70, 2.08], [1.33, -6.22, 2.58], [-0.02, -5.86, 0.70], [-1.27, -6.65, 1.63], [-0.81, -4.92, 3.47], [-1.73, -4.47, 2.03], [0.12, -2.88, 2.53]], "gap_ev": 9.2, "total_charge": 0, "de_lowest_kcal_mol": 123.7, "lumo_energy_ev": 0.1, "energy_ha": -2302.22632, "multiplicity": 1, "largest_force_ha_per_bohr": 0.068}

[3]
{"formula": "C27H53AlNO15PS7", "method": "ωB97M-V/def2-TZVPD", "species": ["C", "O", "C", "C", "C", "C", "Al", "N", "C", "S", "C", "O", "O", "P", "O", "O", "S", "H", "H", "H", "H", "H", "H", "H", "H", "H", "H", "H", "H", "H", "C", "C", "C", "S", "O", "O", "C", "H", "H", "H", "H", "H", "H", "H", "H", "C", "C", "C", "S", "O", "O", "C", "H", "H", "H", "H", "H", "H", "H", "H", "C", "C", "C", "S", "O", "O", "C", "H", "H", "H", "H", "H", "H", "H", "H", "C", "C", "C", "S", "O", "O", "C", "H", "H", "H", "H", "H", "H", "H", "H", "C", "C", "C", "S", "O", "O", "C", "H", "H", "H", "H", "H", "H", "H", "H"], "xyz": [[-1.23, -3.48, -1.68], [-2.24, -2.71, -1.02], [-2.54, -1.54, -1.77], [-3.51, -1.82, -2.98], [-4.84, -1.03, -2.81], [-6.09, -1.77, -3.39], [-6.64, -3.44, -2.39], [-8.46, -4.04, -2.87], [-8.52, -5.22, -2.70], [-8.59, -6.77, -2.21], [-5.41, -5.04, -2.73], [-4.88, -5.58, -1.72], [-5.21, -5.49, -3.91], [-6.74, -3.00, -0.04], [-7.45, -1.45, 0.13], [-5.21, -2.95, 0.63], [-7.80, -4.35, 0.87], [-1.70, -3.96, -2.56], [-0.79, -4.23, -1.01], [-0.42, -2.80, -1.98], [-1.61, -1.09, -2.20], [-3.00, -0.81, -1.08], [-2.99, -1.55, -3.92], [-3.66, -2.92, -3.03], [-5.00, -0.68, -1.77], [-4.71, -0.10, -3.42], [-6.93, -1.05, -3.30], [-5.93, -1.91, -4.48], [-6.76, -0.85, -0.20], [-4.71, -2.26, 0.15], [1.80, 0.02, 1.73], [0.37, -0.28, 2.18], [-0.24, -1.26, 1.17], [1.14, -2.19, 0.49], [1.27, -1.87, -0.90], [1.07, -3.55, 0.96], [2.42, -1.32, 1.38], [2.37, 0.54, 2.50], [1.78, 0.66, 0.84], [0.39, -0.74, 3.17], [-0.23, 0.63, 2.26], [-0.94, -1.94, 1.64], [-0.73, -0.74, 0.35], [3.31, -1.24, 0.77], [2.64, -1.90, 2.29], [-4.16, 4.50, -5.57], [-3.17, 3.67, -4.75], [-3.95, 3.02, -3.60], [-5.64, 2.83, -4.20], [-6.50, 3.68, -3.42], [-5.91, 1.43, -4.40], [-5.37, 3.60, -5.79], [-3.72, 4.82, -6.52], [-4.45, 5.40, -5.02], [-2.73, 2.90, -5.37], [-2.35, 4.29, -4.36], [-3.55, 2.05, -3.33], [-3.98, 3.67, -2.72], [-6.26, 4.15, -6.09], [-5.15, 2.81, -6.51], [6.43, -0.93, 3.52], [7.68, -0.13, 3.15], [7.37, 0.63, 1.86], [5.60, 0.89, 1.85], [5.02, 0.15, 0.75], [5.32, 2.30, 2.03], [5.26, 0.02, 3.37], [6.49, -1.33, 4.54], [6.32, -1.78, 2.84], [7.90, 0.59, 3.95], [8.56, -0.77, 3.04], [7.88, 1.59, 1.82], [7.63, 0.03, 0.98], [4.30, -0.48, 3.29], [5.23, 0.76, 4.17], [4.19, 1.96, -3.78], [3.80, 2.48, -2.39], [2.61, 1.64, -1.91], [2.77, 0.03, -2.71], [1.66, -0.14, -3.61], [3.11, -0.95, -1.73], [4.23, 0.44, -3.67], [5.16, 2.36, -4.11], [3.44, 2.26, -4.52], [4.64, 2.35, -1.71], [3.55, 3.54, -2.41], [2.63, 1.50, -0.83], [1.66, 2.07, -2.22], [4.19, -0.06, -4.63], [5.10, 0.11, -3.10], [1.90, 2.28, 7.95], [2.81, 1.33, 8.74], [3.57, 0.47, 7.72], [3.69, 1.46, 6.23], [2.93, 0.81, 5.19], [5.07, 1.86, 6.03], [2.76, 2.86, 6.84], [1.48, 3.06, 8.58], [1.06, 1.71, 7.52], [3.52, 1.92, 9.33], [2.25, 0.71, 9.44], [4.57, 0.23, 8.07], [3.03, -0.44, 7.48], [2.18, 3.29, 6.02], [3.47, 3.59, 7.23]], "gap_ev": 1.6, "total_charge": -2, "lumo_energy_ev": 2.1, "energy_ha": -5615.07727, "multiplicity": 1, "largest_force_ha_per_bohr": 0.035}

[4]
{"formula": "C50H51AsCsIN5O6PS2Se", "method": "ωB97M-V/def2-TZVPD", "species": ["Cs", "C", "C", "N", "C", "C", "C", "O", "C", "C", "N", "C", "C", "C", "C", "C", "C", "I", "C", "O", "H", "H", "H", "H", "H", "H", "H", "H", "H", "H", "H", "H", "Se", "N", "C", "C", "C", "C", "N", "C", "N", "H", "H", "H", "C", "C", "C", "C", "C", "C", "C", "O", "C", "C", "C", "H", "H", "H", "H", "H", "H", "H", "H", "H", "H", "H", "H", "C", "As", "C", "C", "H", "H", "H", "H", "H", "H", "H", "H", "H", "C", "C", "C", "C", "C", "C", "P", "C", "C", "C", "C", "C", "C", "C", "C", "C", "C", "C", "C", "H", "H", "H", "H", "H", "H", "H", "H", "H", "H", "H", "H", "H", "H", "H", "O", "S", "O", "O", "S"], "xyz": [[-1.47, -0.53, 2.03], [-2.02, 3.53, 4.54], [-0.82, 3.92, 3.73], [-0.43, 5.18, 3.72], [0.68, 5.51, 3.00], [1.43, 4.59, 2.32], [2.68, 5.05, 1.61], [3.92, 4.57, 2.19], [1.06, 3.23, 2.36], [1.93, 2.23, 1.70], [2.30, 1.06, 2.06], [1.99, 0.49, 3.33], [2.02, 1.21, 4.53], [1.84, 0.56, 5.75], [1.64, -0.82, 5.79], [1.62, -1.55, 4.62], [1.82, -0.90, 3.41], [1.92, -1.98, 1.62], [-0.13, 2.85, 3.03], [-0.60, 1.67, 3.03], [-2.44, 4.42, 5.02], [-1.75, 2.79, 5.30], [-2.79, 3.05, 3.92], [0.97, 6.56, 3.00], [2.74, 6.13, 1.67], [2.64, 4.78, 0.56], [3.87, 3.61, 2.30], [2.35, 2.55, 0.74], [2.18, 2.28, 4.51], [1.86, 1.13, 6.67], [1.49, -1.32, 6.74], [1.46, -2.62, 4.63], [-3.78, -3.86, 2.34], [-4.48, -4.01, 3.92], [-3.66, -3.30, 4.74], [-3.88, -3.02, 6.09], [-2.94, -2.28, 6.77], [-1.79, -1.83, 6.09], [-1.52, -2.09, 4.82], [-2.45, -2.80, 4.14], [-2.30, -3.08, 2.82], [-4.79, -3.37, 6.57], [-3.08, -2.03, 7.81], [-1.05, -1.23, 6.62], [5.31, 3.34, -5.40], [4.14, 3.10, -4.49], [3.03, 3.94, -4.51], [1.93, 3.72, -3.69], [0.75, 4.67, -3.76], [1.95, 2.62, -2.82], [0.74, 2.39, -1.96], [0.56, 1.40, -1.30], [3.06, 1.75, -2.77], [3.15, 0.56, -1.84], [4.13, 2.03, -3.61], [5.23, 4.31, -5.91], [5.37, 2.56, -6.17], [6.25, 3.32, -4.84], [3.02, 4.80, -5.19], [0.92, 5.41, -4.55], [0.60, 5.21, -2.82], [-0.19, 4.15, -3.99], [0.00, 3.20, -1.94], [3.00, 0.84, -0.79], [4.13, 0.09, -1.94], [2.37, -0.17, -2.05], [5.00, 1.37, -3.57], [-3.82, 2.16, 1.22], [-2.10, 2.01, 0.27], [-2.91, 1.99, -1.53], [-1.73, 3.96, 0.32], [-4.30, 3.12, 1.02], [-3.69, 2.04, 2.30], [-4.48, 1.35, 0.87], [-3.47, 2.91, -1.73], [-3.61, 1.14, -1.55], [-2.15, 1.84, -2.30], [-2.41, 4.49, -0.35], [-0.70, 4.19, 0.04], [-1.88, 4.32, 1.33], [3.37, -5.14, -4.78], [2.17, -5.73, -4.36], [1.29, -5.01, -3.57], [1.57, -3.69, -3.18], [2.77, -3.13, -3.60], [3.67, -3.84, -4.40], [0.45, -2.67, -2.11], [-0.97, -2.36, -3.25], [-1.04, -2.79, -4.57], [-2.18, -2.52, -5.34], [-3.24, -1.82, -4.79], [-3.17, -1.36, -3.48], [-2.03, -1.61, -2.72], [-0.22, -4.05, -1.09], [0.71, -4.76, -0.31], [0.31, -5.75, 0.57], [-1.04, -6.05, 0.70], [-1.97, -5.36, -0.06], [-1.56, -4.36, -0.94], [4.07, -5.71, -5.39], [1.93, -6.74, -4.65], [0.36, -5.47, -3.25], [3.01, -2.11, -3.30], [4.60, -3.38, -4.71], [-0.23, -3.35, -5.01], [-2.23, -2.87, -6.37], [-4.13, -1.63, -5.38], [-4.00, -0.83, -3.02], [-2.00, -1.24, -1.70], [1.77, -4.52, -0.39], [1.05, -6.27, 1.18], [-1.37, -6.80, 1.42], [-3.03, -5.56, 0.05], [-2.33, -3.81, -1.48], [-4.11, -3.03, -0.31], [-4.30, -1.68, 0.25], [-4.78, -1.82, 1.69], [-3.00, -0.95, 0.30], [-5.64, -0.64, -0.80]], "gap_ev": 5.9, "total_charge": -2, "de_lowest_kcal_mol": 46.3, "lumo_energy_ev": 3.4, "energy_ha": -8753.96456, "multiplicity": 1, "largest_force_ha_per_bohr": 0.068}

[5]
{"formula": "C7H14O", "method": "ωB97M-V/def2-TZVPD", "species": ["C", "C", "C", "C", "C", "C", "C", "H", "H", "H", "H", "H", "H", "H", "H", "H", "H", "H", "H", "O", "H", "H"], "xyz": [[-1.66, -1.01, -1.60], [-1.42, -0.73, -0.33], [-0.48, 0.24, 0.14], [-0.43, 1.57, -0.18], [0.34, 2.71, 0.52], [0.26, -0.28, 1.27], [0.75, -1.91, 1.15], [-2.45, -1.56, -2.01], [-0.91, -0.85, -2.35], [-2.04, -1.12, 0.38], [-1.32, 1.81, -0.80], [-0.29, 3.50, 0.95], [0.97, 3.09, -0.23], [1.17, 2.37, 1.27], [1.13, 0.39, 1.71], [-0.25, -0.16, 2.27], [0.01, -2.18, 0.40], [0.48, -2.38, 2.05], [1.72, -2.00, 0.90], [1.70, -0.66, -2.01], [0.95, -0.98, -1.63], [1.75, 0.14, -1.88]], "gap_ev": 9.7, "total_charge": 0, "de_lowest_kcal_mol": 101.7, "lumo_energy_ev": 0.9, "energy_ha": -350.19743, "multiplicity": 1, "largest_force_ha_per_bohr": 0.268}

[6]
{"formula": "C3H3NO2S", "method": "ωB97M-V/def2-TZVPD", "species": ["C", "N", "O", "C", "S", "C", "O", "H", "H", "H"], "xyz": [[0.59, 1.96, 0.55], [0.51, 0.77, 0.07], [-0.70, 0.21, 0.44], [-0.94, -0.99, -0.11], [-2.47, -1.64, -0.14], [0.31, -1.64, -0.64], [0.32, -2.14, -1.74], [-0.22, 2.39, 1.12], [1.43, 2.59, 0.39], [1.17, -1.51, 0.06]], "gap_ev": 8.4, "total_charge": 0, "de_lowest_kcal_mol": 98.9, "lumo_energy_ev": -0.8, "energy_ha": -719.42262, "multiplicity": 1, "largest_force_ha_per_bohr": 0.046}